Here is an isolated molecule of C2H6BN in a non-equilibrium geometry from the OMol25 dataset. Energies are from ωB97M-V with the def2-TZVPD basis set.

Geometry as ORCA input:
```
! wB97M-V def2-TZVPD RIJCOSX def2/J DEFGRID3
* xyz 0 1
B -0.4414 0.0915 0.0791
C 0.9342 0.7958 0.0184
C 0.9144 -0.7681 0.0522
N -1.8586 0.0417 0.0840
H 1.1649 1.4737 -0.8230
H 1.4509 1.0922 0.8801
H 1.0826 -1.2966 0.9408
H 1.4166 -1.1380 -0.7868
H -2.5962 0.6091 -0.2502
H -2.0675 -0.9013 -0.1946
*
```

Properties
SMILES: NB1CC1
Electronic energy in a.u.: -159.374391
Strongest force on any atom in eV/A: 3.33

Taken from the Mulliken analysis, the atomic charges in e are: 0.08 -0.58 -0.76 -0.34 0.26 0.28 0.28 0.29 0.23 0.25